Here is a 2-piece molecular cluster, H6N3P overall in a non-equilibrium geometry from the Open Molecules 2025 dataset. Energies are from wB97M-V/def2-TZVPD.

Values from the calculation:
F_max ... 0.072 hartree/bohr
E_HOMO (spin up / spin down) ... -5.95 / -9.46 eV
Total energy ... -509.0948 Eh
E_LUMO (spin up / spin down) ... 0.94 / -2.15 eV
Multiplicity ... 3
Net charge ... 0
Gap between HOMO and LUMO (spin up / spin down) ... 6.90 / 7.31 eV

Positions of all 10 atoms, in Å:
N1 0.10 1.44 -2.15
N2 -0.12 -1.76 2.60
N3 -0.20 0.00 0.98
P1 0.87 -1.23 1.43
H1 0.87 0.72 -2.29
H2 0.07 2.11 -2.89
H3 -0.72 0.79 -2.32
H4 0.13 -2.71 2.91
H5 0.04 0.55 0.26
H6 -1.02 0.09 1.49